(1)
21
Properties=species:S:1:pos:R:3:nbo_charge:R:1 method="wB97M-V/def2-TZVPD" lumo_ev=0.87 orbital_gap_ev=10.12 e_above_lowest_kcal_mol=48.7 total_energy_ev=-10979.76612
C 0.391 -0.440 -0.164 0.029
C 0.908 -0.379 -1.606 -0.647
C 1.436 0.066 0.834 -0.639
N 0.092 -1.823 0.220 -0.851
H -0.032 1.486 -0.560 0.502
H -0.483 -2.273 -0.484 0.360
H 0.948 -2.362 0.305 0.362
H 1.176 0.645 -1.863 0.219
H 1.652 1.121 0.686 0.234
H 0.136 -0.711 -2.301 0.225
H 1.789 -1.011 -1.727 0.217
H 1.096 -0.059 1.860 0.221
H 2.384 -0.460 0.701 0.209
C -1.815 0.016 1.370 -0.740
C -1.208 0.253 0.028 0.612
O -0.120 2.551 -0.380 -0.988
O -1.793 0.524 -0.982 -0.551
H -0.671 2.994 -1.031 0.481
H -1.774 -1.044 1.604 0.268
H -1.258 0.568 2.123 0.240
H -2.854 0.338 1.365 0.235

***

(2)
21
Properties=species:S:1:pos:R:3:nbo_charge:R:1 method="wB97M-V/def2-TZVPD" lumo_ev=0.90 orbital_gap_ev=9.17 e_above_lowest_kcal_mol=109.5 total_energy_ev=-10977.13263
C 0.866 0.031 -0.882 0.129
C -0.334 0.392 -0.132 0.312
C 2.236 0.097 -0.255 -0.652
C -0.269 1.527 0.875 -0.657
C -1.665 0.244 -0.832 -0.690
N -1.370 -1.636 1.393 -0.546
O -0.130 -1.064 0.957 -0.567
O 0.696 -0.981 -1.799 -0.707
H 1.239 -1.742 -1.547 0.483
H 0.526 1.178 -1.383 0.148
H -1.355 -2.594 1.035 0.330
H -1.277 -1.732 2.405 0.332
H 2.423 1.063 0.213 0.224
H 2.299 -0.681 0.509 0.232
H 3.009 -0.109 -1.002 0.220
H 0.676 1.569 1.417 0.224
H -1.061 1.369 1.609 0.242
H -0.418 2.492 0.381 0.215
H -2.355 -0.240 -0.125 0.269
H -2.064 1.217 -1.124 0.217
H -1.672 -0.400 -1.713 0.241

***

(3)
21
Properties=species:S:1:pos:R:3:nbo_charge:R:1 method="wB97M-V/def2-TZVPD" lumo_ev=0.74 orbital_gap_ev=10.40 e_above_lowest_kcal_mol=50.4 total_energy_ev=-10979.69145
C 1.864 1.042 0.450 -0.080
O 1.895 2.420 0.010 -0.728
C 0.495 0.437 0.175 -0.067
C 0.118 -0.670 1.198 -0.444
C -1.209 -1.299 0.829 -0.190
C -1.931 -1.983 1.711 -0.382
N 0.290 0.099 -1.241 -0.864
H 2.160 0.955 1.496 0.174
H 2.598 0.523 -0.173 0.170
H 2.058 2.948 0.799 0.473
H -0.243 1.198 0.397 0.184
H 0.896 -1.435 1.170 0.205
H 0.166 -0.188 2.171 0.218
H -1.591 -1.141 -0.166 0.213
H -2.950 -2.293 1.494 0.199
H -1.629 -2.132 2.737 0.187
H 0.983 0.638 -1.744 0.372
H 0.397 -0.888 -1.450 0.362
H -1.194 -0.029 -3.716 0.465
H -1.463 1.037 -2.630 0.487
O -1.713 0.761 -3.516 -0.953